{"formula": "C12H25BN", "method": "ωB97M-V/def2-TZVPD", "e_homo_ev": -4.15, "charge": -1, "total_energy_ev": -15012.017, "elements": ["C", "C", "C", "C", "C", "C", "C", "C", "C", "C", "B", "C", "C", "N", "H", "H", "H", "H", "H", "H", "H", "H", "H", "H", "H", "H", "H", "H", "H", "H", "H", "H", "H", "H", "H", "H", "H", "H", "H"], "xyz": [[-1.90, 0.81, 2.70], [-2.54, -0.22, 1.71], [-2.25, -1.74, 1.94], [-3.34, 0.16, 0.59], [-2.61, 0.12, -0.83], [-1.10, 0.52, -0.61], [-0.38, 1.03, -1.92], [-0.05, -0.12, -2.96], [0.84, 1.96, -1.55], [1.64, 1.54, -0.26], [2.45, 0.13, -0.50], [3.02, -0.57, 0.88], [3.54, -1.98, 0.45], [3.10, -3.11, 0.91], [-0.79, 0.59, 2.68], [-2.00, 1.85, 2.30], [-2.22, 0.71, 3.76], [-1.52, -1.84, 2.78], [-3.16, -2.32, 2.21], [-1.75, -2.11, 1.00], [-4.42, 0.42, 0.70], [-3.13, 0.75, -1.59], [-2.60, -0.97, -1.12], [-1.05, 1.37, 0.11], [-0.50, -0.35, -0.22], [-1.14, 1.69, -2.43], [-0.62, -0.04, -3.92], [1.06, -0.09, -3.13], [-0.24, -1.11, -2.47], [1.56, 1.97, -2.41], [0.43, 3.01, -1.49], [2.43, 2.34, -0.11], [1.02, 1.56, 0.68], [1.79, -0.71, -1.07], [3.39, 0.37, -1.23], [2.22, -0.78, 1.65], [3.86, 0.05, 1.30], [4.37, -2.03, -0.31], [2.37, -2.88, 1.59]]}

{"formula": "C12H25BrI2NO4PS2", "method": "ωB97M-V/def2-TZVPD", "e_homo_ev": -8.42, "charge": 0, "total_energy_ev": -139729.419, "relative_energy_kcal_mol": 0.0, "elements": ["C", "C", "C", "I", "O", "C", "C", "C", "C", "I", "C", "N", "P", "O", "Br", "H", "H", "H", "H", "H", "H", "H", "H", "H", "H", "H", "H", "H", "C", "S", "O", "C", "H", "H", "H", "H", "H", "H", "C", "S", "O", "C", "H", "H", "H", "H", "H", "H"], "xyz": [[-1.93, -5.66, -0.72], [-1.94, -5.12, -1.79], [-1.67, -4.25, -2.91], [-2.09, -5.39, -4.72], [-2.48, -3.12, -3.00], [-2.36, -2.18, -1.93], [-1.64, -0.89, -2.35], [-0.24, -0.72, -1.76], [0.68, -1.90, -2.01], [2.71, -1.49, -1.55], [-3.79, -1.90, -1.43], [-4.52, -3.18, -1.30], [-4.72, -0.70, -2.55], [-6.22, -0.88, -1.93], [-4.85, -1.75, -4.53], [-1.92, -6.15, 0.23], [-0.61, -4.03, -2.98], [-1.82, -2.59, -1.07], [-2.23, -0.08, -1.91], [-1.68, -0.73, -3.42], [-0.36, -0.61, -0.68], [0.20, 0.21, -2.10], [0.61, -2.21, -3.05], [0.36, -2.75, -1.42], [-3.77, -1.41, -0.45], [-5.21, -3.12, -0.56], [-5.01, -3.38, -2.17], [-6.19, -1.48, -1.17], [2.53, 1.78, 0.87], [0.90, 1.98, 1.60], [-0.04, 1.13, 0.81], [0.66, 3.67, 1.06], [2.86, 0.76, 1.06], [2.48, 1.96, -0.20], [3.20, 2.48, 1.35], [0.74, 3.73, -0.03], [1.40, 4.31, 1.54], [-0.34, 3.99, 1.36], [4.10, 4.85, 5.49], [4.34, 4.53, 3.74], [3.30, 3.54, 3.34], [5.88, 3.63, 3.91], [3.16, 5.38, 5.61], [4.07, 3.90, 6.03], [4.92, 5.47, 5.86], [5.73, 2.77, 4.56], [6.64, 4.29, 4.33], [6.19, 3.30, 2.92]]}

{"formula": "C12H25Cl8NO3P", "method": "ωB97M-V/def2-TZVPD", "e_homo_ev": -11.72, "charge": 1, "total_energy_ev": -129947.873, "relative_energy_kcal_mol": 0.0, "elements": ["O", "P", "O", "O", "C", "C", "N", "C", "C", "H", "H", "H", "H", "H", "H", "H", "H", "H", "Cl", "C", "C", "Cl", "H", "H", "H", "H", "Cl", "C", "C", "Cl", "H", "H", "H", "H", "Cl", "C", "C", "Cl", "H", "H", "H", "H", "Cl", "C", "C", "Cl", "H", "H", "H", "H"], "xyz": [[-1.08, 3.19, 0.60], [-1.37, 2.28, -0.51], [-0.43, 1.03, -0.72], [-1.38, 2.81, -2.00], [-3.04, 1.55, -0.20], [-3.71, 0.87, -1.31], [-4.95, 1.16, -1.39], [-5.41, 2.16, -0.39], [-4.10, 2.56, 0.31], [-0.19, 0.65, 0.16], [-2.04, 3.50, -2.19], [-2.82, 0.77, 0.54], [-3.27, 0.14, -1.98], [-5.59, 0.74, -2.06], [-5.85, 3.00, -0.92], [-6.19, 1.72, 0.24], [-4.15, 2.57, 1.39], [-3.83, 3.56, -0.03], [0.50, -0.21, 1.97], [1.18, 1.37, 2.54], [2.44, 1.15, 3.35], [2.10, 0.30, 4.88], [0.40, 1.85, 3.12], [1.40, 1.96, 1.66], [2.87, 2.12, 3.59], [3.16, 0.55, 2.80], [-3.36, 5.70, -1.92], [-1.90, 6.67, -2.33], [-1.66, 6.64, -3.82], [-1.19, 5.01, -4.36], [-1.07, 6.25, -1.77], [-2.09, 7.68, -1.99], [-0.85, 7.32, -4.08], [-2.55, 6.93, -4.36], [3.93, -1.86, 1.73], [2.92, -2.90, 2.79], [3.55, -4.25, 3.01], [3.56, -5.23, 1.52], [1.95, -2.99, 2.33], [2.82, -2.38, 3.74], [2.97, -4.80, 3.75], [4.58, -4.17, 3.35], [5.65, -9.15, -2.70], [4.31, -8.15, -2.11], [4.05, -8.34, -0.64], [3.41, -9.96, -0.27], [3.43, -8.40, -2.70], [4.58, -7.11, -2.29], [3.31, -7.62, -0.30], [4.96, -8.21, -0.06]]}

{"formula": "C12H25N2O3", "method": "ωB97M-V/def2-TZVPD", "e_homo_ev": -12.84, "charge": 1, "total_energy_ev": -21952.313, "relative_energy_kcal_mol": 292.4, "elements": ["C", "C", "H", "H", "O", "C", "O", "C", "N", "O", "H", "C", "C", "C", "H", "H", "N", "C", "H", "H", "H", "C", "C", "H", "H", "H", "H", "H", "C", "C", "H", "H", "H", "H", "H", "H", "H", "H", "H", "H", "H", "H"], "xyz": [[5.54, 0.53, -0.08], [3.97, 0.64, -0.54], [3.50, 1.45, -0.11], [3.92, 0.64, -1.64], [3.45, -0.42, -0.18], [2.21, -0.57, -0.20], [1.60, 0.33, -0.72], [1.53, -1.94, 0.27], [2.01, -2.65, 1.25], [3.09, -2.35, 1.92], [3.68, -1.88, 1.63], [0.25, -2.42, -0.24], [-0.99, -1.71, 0.54], [-1.20, -0.39, 0.95], [-1.53, -0.16, 1.77], [-0.10, 0.18, 0.91], [-2.07, 0.58, -0.06], [-1.59, 0.24, -1.38], [-2.25, 0.78, -2.15], [-0.54, 0.29, -1.40], [-1.86, -0.87, -1.84], [-1.90, 1.81, 0.44], [-0.62, 2.39, 0.39], [-0.66, 3.56, 0.44], [-0.10, 2.00, 1.04], [-0.07, 2.17, -0.56], [-2.55, 2.55, -0.58], [-2.55, 1.87, 1.24], [-3.39, 0.00, 0.25], [-4.55, 0.68, -0.67], [-4.36, 0.37, -1.79], [-4.60, 1.65, -0.62], [-5.52, 0.12, -0.48], [-3.67, 0.20, 1.14], [-3.45, -1.07, -0.07], [-2.00, -2.47, 0.41], [-0.86, -2.33, 1.53], [0.08, -1.81, -0.94], [0.16, -3.40, -0.20], [5.81, 0.39, 1.06], [5.94, -0.29, -0.43], [6.25, 1.32, -0.33]]}

{"formula": "C12H25N3O3", "method": "ωB97M-V/def2-TZVPD", "e_homo_ev": -8.65, "charge": 0, "total_energy_ev": -23453.798, "relative_energy_kcal_mol": 229.8, "elements": ["C", "C", "C", "C", "C", "C", "C", "C", "C", "C", "C", "C", "H", "H", "H", "H", "H", "H", "H", "H", "H", "H", "H", "H", "H", "H", "H", "H", "H", "H", "H", "H", "H", "H", "H", "H", "H", "N", "N", "N", "O", "O", "O"], "xyz": [[0.74, 0.33, 0.34], [-0.64, 1.19, 0.40], [1.18, 0.12, 1.70], [2.50, -0.58, 1.60], [2.72, -1.29, 3.04], [2.87, -0.22, 4.09], [-2.20, -0.18, -1.00], [-2.53, -1.49, -0.24], [-1.31, -0.52, -2.21], [-1.82, -1.47, -3.12], [-1.22, 0.96, -2.74], [-2.50, 1.35, -3.55], [2.87, 1.15, -0.42], [1.47, 2.25, 0.09], [0.42, -0.58, -0.25], [0.48, -0.68, 2.06], [1.01, 1.12, 2.30], [2.29, -1.32, 0.77], [3.31, 0.09, 1.52], [1.68, -1.89, 3.20], [3.59, -1.89, 2.91], [3.11, -0.82, 4.92], [1.94, 0.33, 4.20], [3.08, 2.16, 3.33], [4.48, 0.55, 2.81], [-2.44, 1.50, 0.42], [-3.29, 0.18, -1.36], [-0.20, -0.72, -1.97], [-1.46, -2.49, -2.71], [-1.26, -1.17, -4.06], [-2.95, -1.52, -3.24], [-0.82, 1.50, -1.81], [-0.51, 1.09, -3.57], [-2.70, 0.80, -4.60], [-3.80, 1.16, -2.96], [-2.25, 2.51, -3.88], [-3.61, -2.84, -0.16], [1.68, 1.26, -0.36], [3.73, 0.91, 3.66], [-1.76, 0.91, -0.13], [-0.58, 2.14, 1.14], [-1.87, -1.78, 0.71], [-3.45, -2.14, -0.87]]}

{"formula": "C12H26AlBNO6", "method": "ωB97M-V/def2-TZVPD", "e_homo_ev": -4.60, "charge": -1, "total_energy_ev": -33914.398, "relative_energy_kcal_mol": 84.9, "elements": ["C", "O", "C", "C", "C", "C", "C", "C", "O", "Al", "C", "C", "C", "O", "B", "O", "O", "C", "O", "C", "N", "H", "H", "H", "H", "H", "H", "H", "H", "H", "H", "H", "H", "H", "H", "H", "H", "H", "H", "H", "H", "H", "H", "H", "H", "H", "H"], "xyz": [[3.31, -2.24, 0.62], [3.77, -1.44, -0.48], [4.08, -0.09, -0.08], [3.56, 0.93, -1.21], [2.19, 0.37, -1.83], [1.42, 1.42, -2.72], [0.39, 2.34, -1.94], [-0.52, 1.57, -0.90], [-1.97, 1.74, -0.99], [-2.45, 0.49, 0.34], [-3.72, 1.08, 1.82], [-2.98, 0.43, 3.19], [-2.76, -1.19, 3.13], [-3.83, -0.48, 4.01], [-2.94, -1.22, -0.79], [-4.22, -1.84, -0.48], [-2.10, -1.73, -1.83], [-1.80, -3.12, -1.68], [-0.79, 0.46, 1.24], [-0.18, 1.63, 0.66], [1.22, 1.87, 1.11], [2.83, -1.66, 1.45], [2.51, -2.96, 0.24], [4.14, -2.90, 1.03], [5.22, -0.01, -0.07], [3.72, 0.20, 0.95], [4.34, 1.12, -2.00], [3.29, 1.90, -0.70], [2.48, -0.50, -2.50], [1.59, -0.08, -0.99], [0.98, 0.92, -3.64], [2.22, 2.13, -3.14], [0.93, 3.18, -1.41], [-0.25, 2.86, -2.73], [-0.43, 0.46, -1.15], [-4.73, 0.60, 1.82], [-3.72, 2.19, 2.05], [-2.16, 1.07, 3.72], [-1.83, -1.48, 3.69], [-3.27, -1.78, 2.33], [-4.06, -2.41, 0.29], [-1.65, -3.65, -2.67], [-2.63, -3.70, -1.14], [-0.87, -3.23, -1.03], [-0.83, 2.50, 1.02], [1.27, 1.40, 2.03], [1.25, 2.87, 1.36]]}

{"formula": "C12H26AlBr4FNO3", "method": "ωB97M-V/def2-TZVPD", "e_homo_ev": -4.58, "charge": -1, "total_energy_ev": -309985.138, "elements": ["C", "C", "O", "N", "C", "Al", "O", "C", "C", "F", "C", "C", "C", "O", "H", "H", "H", "H", "H", "H", "H", "H", "H", "H", "H", "H", "H", "H", "H", "H", "H", "H", "Br", "C", "C", "Br", "H", "H", "H", "H", "Br", "C", "C", "Br", "H", "H", "H", "H"], "xyz": [[-2.67, -2.82, 2.81], [-3.08, -1.39, 2.25], [-3.98, -0.78, 2.88], [-2.47, -0.72, 1.12], [-2.41, -1.58, -0.09], [-0.80, 0.13, 1.54], [-0.80, 0.37, 3.42], [-0.89, 2.01, 0.67], [0.26, 2.99, 1.17], [0.00, 3.38, 2.52], [0.86, -0.87, 0.90], [2.26, -0.19, 1.30], [2.31, 0.45, 2.76], [2.26, -0.60, 3.73], [-2.78, -2.80, 3.94], [-1.58, -3.07, 2.55], [-3.37, -3.61, 2.39], [-2.99, -1.08, -0.95], [-2.89, -2.60, 0.10], [-1.36, -1.79, -0.48], [-0.72, -0.53, 3.80], [-0.79, 1.86, -0.47], [-1.92, 2.47, 0.86], [1.26, 2.47, 1.09], [0.28, 3.94, 0.51], [0.82, -0.87, -0.25], [0.76, -1.96, 1.21], [2.64, 0.56, 0.52], [3.04, -1.04, 1.30], [1.56, 1.28, 2.94], [3.35, 0.94, 2.86], [1.43, -0.57, 4.25], [-0.86, 3.89, -2.46], [0.90, 4.60, -2.87], [1.86, 3.50, -3.27], [2.47, 2.49, -1.72], [1.23, 5.16, -1.99], [0.75, 5.29, -3.70], [2.76, 3.92, -3.71], [1.42, 2.78, -3.96], [1.69, -3.39, -1.99], [0.41, -3.89, -3.38], [0.07, -2.71, -4.25], [-1.17, -1.50, -3.36], [-0.46, -4.31, -2.87], [0.91, -4.67, -3.96], [-0.46, -3.04, -5.15], [0.94, -2.12, -4.54]]}

{"formula": "C12H26BF4N10O4", "method": "ωB97M-V/def2-TZVPD", "e_homo_ev": -6.02, "charge": -1, "total_energy_ev": -47516.397, "relative_energy_kcal_mol": 0.0, "elements": ["B", "F", "F", "F", "F", "C", "O", "N", "N", "H", "H", "H", "H", "C", "O", "N", "N", "H", "H", "H", "H", "C", "O", "N", "N", "H", "H", "H", "H", "C", "O", "N", "N", "H", "H", "H", "H", "N", "C", "C", "C", "C", "H", "H", "H", "H", "H", "N", "C", "C", "C", "C", "H", "H", "H", "H", "H"], "xyz": [[-0.56, 0.12, -1.16], [0.36, 0.42, -2.12], [-1.84, 0.58, -1.46], [-0.48, -1.27, -0.99], [-0.09, 0.61, 0.12], [3.32, -1.36, -3.56], [4.36, -1.49, -4.18], [2.09, -1.88, -3.88], [3.22, -0.39, -2.54], [1.38, -1.45, -3.32], [1.95, -2.18, -4.83], [3.86, 0.37, -2.70], [2.26, -0.09, -2.48], [-4.45, 3.52, 0.06], [-5.44, 3.45, -0.69], [-4.62, 4.03, 1.29], [-3.22, 3.16, -0.32], [-3.92, 3.87, 2.00], [-5.54, 4.32, 1.58], [-3.21, 2.68, -1.21], [-2.41, 3.09, 0.26], [-4.17, -2.36, -1.62], [-5.24, -2.98, -1.60], [-4.03, -1.07, -1.32], [-3.00, -2.97, -1.98], [-3.12, -0.63, -1.39], [-4.86, -0.55, -1.12], [-2.13, -2.47, -2.00], [-3.11, -3.88, -2.38], [2.16, 3.42, -0.84], [3.16, 4.12, -1.03], [1.34, 2.91, -1.80], [1.72, 3.09, 0.39], [1.61, 3.19, -2.73], [0.73, 2.15, -1.55], [0.99, 2.41, 0.54], [2.25, 3.46, 1.16], [2.91, 0.09, 1.95], [2.89, -0.43, 3.24], [3.91, 0.23, 3.91], [4.63, 1.06, 3.02], [4.02, 0.90, 1.82], [2.33, -0.25, 1.20], [2.14, -1.10, 3.63], [4.21, 0.11, 4.95], [5.51, 1.65, 3.23], [4.24, 1.31, 0.85], [-0.55, -2.25, 1.57], [-1.53, -2.34, 2.49], [-1.52, -3.60, 3.01], [-0.45, -4.28, 2.40], [0.10, -3.46, 1.42], [-0.47, -1.42, 1.01], [-2.18, -1.48, 2.64], [-2.14, -3.91, 3.84], [-0.15, -5.30, 2.58], [0.80, -3.48, 0.60]]}

Number 1: gap between HOMO and LUMO 0.2500 Ha. Number 2: gap between HOMO and LUMO 0.3225 Ha. Number 3: gap between HOMO and LUMO 0.2734 Ha. Number 4: gap between HOMO and LUMO 0.3742 Ha. Number 5: gap between HOMO and LUMO 0.3323 Ha. Number 6: gap between HOMO and LUMO 0.2788 Ha. Number 7: gap between HOMO and LUMO 0.2451 Ha. Number 8: gap between HOMO and LUMO 0.3070 Ha.